Entry 1:
{
  "formula": "C23H39NO2S",
  "method": "ωB97M-V/def2-TZVPD",
  "homo_energy_ev": -6.36,
  "e_tot_ha": -1502.65959,
  "homo_lumo_gap_ev": 6.2384,
  "lumo_energy_ev": -0.124,
  "elements": ["C", "C", "C", "C", "N", "C", "C", "C", "C", "C", "H", "H", "H", "H", "H", "H", "H", "H", "H", "H", "H", "H", "H", "H", "H", "H", "H", "H", "H", "H", "O", "H", "C", "S", "O", "C", "H", "H", "H", "H", "H", "H", "C", "C", "C", "C", "C", "C", "H", "H", "H", "H", "H", "H", "C", "C", "C", "C", "C", "C", "H", "H", "H", "H", "H", "H"],
  "xyz": [[-3.730875, 1.653749, -4.864204], [-3.242787, 0.790813, -3.762831], [-1.932360, 0.235563, -4.053112], [-1.161589, -0.257734, -2.862934], [-0.178138, -1.381987, -3.238159], [-0.639055, -2.672543, -3.753196], [0.128837, -3.817333, -2.953128], [1.146318, -2.988796, -2.208840], [0.548412, -1.743504, -1.962116], [0.744091, -0.826266, -4.334859], [-4.792914, 2.061927, -4.739654], [-4.076944, 1.175274, -5.748579], [-3.011168, 2.528019, -5.218351], [-4.105556, -0.091675, -3.570859], [-3.206900, 1.480570, -2.970377], [-1.486473, 0.922865, -4.539962], [-2.086441, -0.508623, -4.874681], [-1.977820, -0.836085, -2.231599], [-0.801175, 0.319404, -2.184153], [-0.482755, -2.851557, -4.741040], [-1.632414, -3.003482, -3.698516], [0.461310, -4.542660, -3.532492], [-0.550388, -4.125054, -2.208153], [2.149314, -2.919374, -2.826989], [1.409048, -3.392883, -1.329374], [1.344385, -0.928885, -1.585124], [-0.153555, -1.878185, -1.138013], [0.310607, -0.583753, -5.226605], [1.694075, -1.587448, -4.531609], [0.998033, 0.249737, -3.963286], [0.089930, -0.125977, 0.604533], [0.496712, 0.243032, 1.403321], [0.259824, -2.109681, 3.229800], [1.147837, -2.715374, 1.865277], [2.235388, -3.612251, 2.478033], [-0.107785, -3.859852, 1.371080], [-0.194451, -2.913743, 3.827134], [-0.463809, -1.635538, 2.892373], [0.865388, -1.331476, 3.808386], [0.073016, -4.307989, 0.502020], [-1.019254, -3.618801, 1.372601], [-0.373075, -4.774481, 1.994214], [-2.117694, 2.052540, 5.134369], [-1.113544, 1.610267, 3.863635], [-0.816836, 2.661152, 2.993758], [-1.282744, 3.954698, 3.147685], [-2.142749, 4.327864, 4.247789], [-2.518915, 3.342247, 5.294518], [-2.319073, 1.198102, 5.738813], [-0.699631, 0.587102, 3.829958], [-0.307266, 2.508591, 2.175652], [-0.983269, 4.817453, 2.523347], [-2.069511, 5.405404, 4.346034], [-3.221043, 3.691701, 6.085787], [2.669351, 1.008878, 2.613890], [3.844690, 1.091711, 3.619833], [4.849895, 2.044003, 3.507739], [4.732946, 2.895208, 2.354092], [3.758084, 2.897459, 1.391072], [2.594593, 1.952789, 1.591633], [1.841351, 0.291586, 2.929754], [3.842137, 0.460978, 4.591659], [5.605022, 2.273760, 3.978469], [5.597137, 3.520723, 2.009226], [3.667323, 3.719380, 0.660334], [1.894904, 1.968442, 0.874977]],
  "forces_ev_per_angstrom": [[-1.59, 2.94, -2.01], [-4.02, -1.78, 0.34], [-1.50, -4.91, 1.19], [-5.51, -7.44, -3.10], [0.50, 1.86, -0.77], [0.15, -2.77, 2.00], [-1.59, 5.36, 1.97], [3.67, -1.88, -4.60], [1.41, 4.16, 1.60], [3.98, 0.28, 3.59], [1.58, 0.26, 1.04], [0.87, -1.27, -1.26], [-1.45, -1.76, 1.02], [2.35, 2.37, -0.09], [0.02, 0.27, 1.86], [3.81, 5.12, -3.18], [0.31, -0.22, 0.94], [1.59, 0.87, -0.99], [3.09, 4.19, 3.84], [1.13, 0.49, -3.05], [-2.00, 0.97, 0.86], [1.52, -3.36, -2.56], [-0.90, -1.03, 0.69], [-1.78, -0.04, 1.06], [1.15, -1.70, 3.18], [-2.29, -1.39, -0.92], [-0.45, 0.80, -0.11], [-1.91, -0.33, -2.28], [-2.53, 2.31, 0.80], [0.47, -2.13, -0.31], [-0.01, -0.12, -0.14], [-0.27, -0.10, -0.43], [5.53, -2.42, 4.45], [2.27, -1.96, 0.71], [-0.91, 0.99, -0.84], [3.79, -3.00, 3.48], [0.88, 0.07, 0.19], [-6.82, 4.69, -3.48], [-0.52, -1.58, -0.54], [1.29, -1.41, -3.95], [-7.16, 3.74, -0.56], [1.75, 0.81, 0.41], [3.57, -1.58, -4.21], [-2.82, 3.18, 3.28], [-2.50, -1.30, 3.77], [-2.45, 1.80, 2.99], [2.78, -1.93, -0.64], [-0.28, 1.85, -1.82], [-0.46, -0.06, 0.73], [-0.51, 0.82, -0.18], [3.05, -1.29, -4.13], [0.00, -0.99, 0.08], [-1.23, 0.01, 0.59], [0.81, -0.54, -0.48], [1.79, 0.70, 2.61], [-1.55, -0.26, 0.43], [-9.01, -1.60, -7.56], [1.55, 0.54, -1.51], [-3.09, -1.67, 1.72], [5.22, 0.56, 2.42], [1.32, 1.10, -0.98], [-0.24, 0.75, -2.03], [7.36, 1.24, 5.76], [-0.58, -0.23, 1.18], [0.32, -0.85, 0.16], [-2.92, -0.22, -2.20]]
}


Entry 2:
{
  "formula": "C36H36HgN7O3S3",
  "method": "ωB97M-V/def2-TZVPD",
  "homo_energy_ev": [0.10, -1.12],
  "multiplicity": 2,
  "e_tot_ha": -3350.36188,
  "total_charge": -2,
  "homo_lumo_gap_ev": [3.7821, 5.0032],
  "lumo_energy_ev": [3.885, 3.884],
  "elements": ["Hg", "C", "O", "C", "C", "C", "C", "C", "C", "N", "N", "C", "C", "C", "C", "O", "C", "N", "C", "C", "C", "C", "H", "H", "H", "H", "H", "H", "H", "H", "H", "H", "H", "H", "C", "N", "C", "C", "C", "C", "C", "C", "C", "C", "H", "H", "H", "H", "H", "H", "H", "H", "H", "H", "H", "H", "S", "C", "S", "C", "N", "N", "C", "C", "C", "C", "C", "C", "S", "H", "H", "H", "H", "H", "C", "N", "C", "C", "O", "H", "H", "H", "H", "H", "H", "H"],
  "xyz": [[-0.330305, -0.241270, -0.326567], [6.387899, -3.269224, 2.399614], [7.124447, -3.649186, 1.268472], [6.386913, -4.042743, 0.153751], [5.052037, -4.434943, 0.185621], [4.389599, -4.786536, -0.982955], [5.043297, -4.783694, -2.239682], [6.408363, -4.418214, -2.226247], [7.054319, -4.047164, -1.064961], [4.507776, -5.242327, -3.415389], [3.214265, -5.278312, -3.689056], [2.261321, -4.448305, -3.151801], [0.938617, -4.910472, -3.155751], [-0.101710, -4.212664, -2.558349], [0.077777, -2.968830, -1.931512], [-0.873774, -2.340796, -1.323401], [1.387606, -2.402438, -2.012198], [1.565727, -1.154741, -1.472989], [2.724384, -0.551764, -1.650666], [3.768372, -1.107439, -2.396206], [3.637449, -2.385648, -2.882885], [2.458624, -3.104021, -2.657990], [7.086021, -2.791269, 3.086877], [5.939088, -4.135818, 2.900723], [5.593897, -2.558343, 2.143237], [4.505126, -4.462266, 1.121662], [3.351128, -5.087575, -0.933845], [6.942362, -4.410476, -3.170098], [8.094781, -3.738155, -1.084037], [0.757101, -5.885510, -3.594500], [-1.102042, -4.633292, -2.556261], [2.835770, 0.424160, -1.208209], [4.665792, -0.528521, -2.571955], [4.435466, -2.843222, -3.452737], [-0.237251, 2.728080, 2.494281], [-1.310858, 2.373469, 1.591099], [-1.781005, 3.515558, 0.827702], [-2.411858, 1.731718, 2.273440], [-2.800411, 0.324835, 1.831657], [-3.911550, -0.179059, 2.517208], [-4.438479, -1.427386, 2.245587], [-3.850290, -2.194203, 1.252614], [-2.742460, -1.710056, 0.572617], [-2.181831, -0.454633, 0.850013], [-0.539897, 3.497107, 3.229713], [0.603181, 3.107026, 1.919702], [0.092420, 1.836646, 3.031144], [-2.242556, 4.285218, 1.475022], [-2.523128, 3.177831, 0.100632], [-0.951359, 3.960852, 0.284093], [-3.307679, 2.356426, 2.166773], [-2.208391, 1.687890, 3.349304], [-4.371761, 0.447608, 3.278688], [-5.296579, -1.793643, 2.799320], [-4.246966, -3.172453, 1.001729], [-2.287542, -2.325896, -0.194761], [5.989794, 4.337639, 2.569667], [4.865656, 4.042724, 1.375328], [3.595422, 2.872423, 1.577583], [2.952076, 3.227323, -0.068699], [3.710623, 4.098076, -0.657435], [4.753845, 4.573230, 0.129508], [5.524221, 5.608592, -0.473480], [5.398857, 5.800354, -1.857675], [6.077473, 6.825068, -2.490222], [6.896884, 7.685361, -1.771469], [7.023226, 7.495391, -0.406205], [6.351572, 6.471455, 0.246482], [1.546232, 2.558338, -0.712045], [4.752116, 5.139631, -2.410283], [5.959913, 6.954196, -3.559493], [7.426538, 8.488383, -2.269530], [7.651729, 8.161997, 0.173115], [6.461623, 6.343600, 1.308420], [2.985908, -3.454269, 3.446001], [2.506368, -2.143943, 3.045320], [2.413282, -1.055143, 4.005004], [1.950072, -1.954515, 1.829692], [1.380145, -0.926557, 1.506257], [3.570501, -3.360722, 4.357874], [3.625948, -3.878168, 2.672576], [2.163237, -4.151671, 3.631213], [3.061907, -1.260391, 4.853936], [1.385508, -0.920269, 4.354876], [2.723435, -0.125874, 3.528340], [2.059371, -2.815605, 1.150572]],
  "forces_ev_per_angstrom": [[-0.13, -0.64, 0.37], [0.01, -0.03, -0.04], [-0.02, -0.01, -0.14], [-0.14, -0.01, 0.15], [0.14, 0.11, 0.05], [0.08, 0.03, -0.11], [-0.32, -0.49, 0.35], [-0.02, 0.05, 0.04], [0.13, 0.05, -0.06], [0.32, 0.40, -0.42], [-0.19, -0.35, 0.08], [0.21, 0.16, 0.10], [0.07, 0.01, 0.10], [0.07, 0.08, -0.04], [0.11, -0.18, -0.04], [-0.06, -0.04, -0.33], [0.00, -0.27, -0.09], [-0.09, 0.34, -0.16], [0.04, -0.01, 0.00], [0.02, 0.00, 0.04], [0.08, 0.14, 0.00], [-0.24, 0.02, 0.00], [-0.01, -0.02, 0.00], [-0.02, 0.00, 0.02], [0.00, 0.00, 0.00], [0.09, -0.04, -0.11], [0.00, 0.02, 0.01], [-0.03, -0.05, 0.00], [-0.04, -0.02, -0.01], [0.04, 0.00, -0.01], [0.00, 0.03, 0.03], [-0.09, 0.19, 0.06], [-0.01, -0.01, 0.08], [-0.08, 0.06, 0.00], [0.03, -0.04, -0.07], [-0.19, 0.17, 0.04], [0.19, -0.20, -0.08], [0.04, -0.20, -0.09], [0.08, 0.01, -0.11], [-0.02, 0.02, -0.02], [-0.05, 0.05, 0.07], [0.00, 0.02, 0.02], [-0.18, -0.16, 0.04], [0.34, 0.38, -0.22], [-0.03, -0.02, 0.04], [0.09, 0.04, -0.05], [0.03, 0.02, -0.02], [0.00, 0.01, -0.01], [0.01, 0.06, 0.02], [0.10, 0.02, -0.05], [-0.06, -0.02, 0.09], [0.03, 0.02, 0.03], [0.00, -0.03, 0.01], [-0.01, 0.02, -0.01], [0.01, 0.01, 0.01], [-0.11, 0.10, 0.16], [0.11, -0.08, 0.25], [-0.03, -0.02, -0.30], [-0.14, 0.20, -0.48], [0.54, 0.09, 0.50], [0.06, 0.42, -0.42], [-0.27, -0.32, 0.40], [0.06, 0.18, -0.25], [-0.04, -0.17, 0.21], [0.05, 0.03, -0.01], [-0.01, -0.04, 0.00], [0.05, 0.07, -0.04], [-0.14, -0.10, 0.04], [-0.33, -0.08, 0.05], [-0.05, -0.02, -0.04], [-0.01, -0.03, 0.01], [-0.01, 0.00, 0.01], [-0.01, -0.04, 0.02], [0.00, 0.01, 0.03], [-0.16, -0.05, -0.13], [0.12, 0.14, 0.11], [-0.13, -0.02, -0.09], [-0.07, -0.04, -0.16], [0.23, -0.03, 0.43], [0.05, 0.03, -0.01], [-0.11, 0.04, 0.11], [0.01, 0.01, 0.07], [0.02, -0.04, -0.02], [0.03, -0.01, 0.03], [-0.01, 0.00, 0.01], [-0.02, 0.04, -0.05]]
}


Entry 3:
{
  "formula": "C2HNO4",
  "method": "ωB97M-V/def2-TZVPD",
  "homo_energy_ev": -11.20,
  "smiles": "O=c1o[nH]oc1=O",
  "e_tot_ha": -432.38850,
  "homo_lumo_gap_ev": 10.6374,
  "lumo_energy_ev": -0.562,
  "elements": ["O", "C", "O", "N", "O", "C", "O", "H"],
  "xyz": [[-1.852920, -1.163293, -0.007839], [-0.781129, -0.643264, -0.032514], [0.461895, -1.071238, 0.002814], [1.311313, -0.089677, 0.417970], [0.730305, 1.030029, -0.312314], [-0.586290, 0.819188, -0.106479], [-1.365931, 1.681227, 0.235074], [2.082754, -0.562974, -0.196712]],
  "forces_ev_per_angstrom": [[1.04, -1.00, -0.15], [-2.15, 1.22, 0.02], [-1.72, -5.16, 0.45], [2.41, -0.33, -2.18], [1.37, 0.75, 0.10], [-1.63, 3.22, 1.93], [1.06, -1.29, -1.43], [-0.39, 2.59, 1.26]]
}


Entry 4:
{
  "formula": "C15H35NO7S6",
  "method": "ωB97M-V/def2-TZVPD",
  "homo_energy_ev": -8.14,
  "e_tot_ha": -3562.92468,
  "homo_lumo_gap_ev": 8.3444,
  "lumo_energy_ev": 0.201,
  "elements": ["O", "C", "C", "C", "N", "C", "S", "C", "O", "H", "H", "H", "H", "H", "C", "S", "O", "C", "H", "H", "H", "H", "H", "H", "C", "S", "O", "C", "H", "H", "H", "H", "H", "H", "C", "S", "O", "C", "H", "H", "H", "H", "H", "H", "C", "S", "O", "C", "H", "H", "H", "H", "H", "H", "C", "S", "O", "C", "H", "H", "H", "H", "H", "H"],
  "xyz": [[1.571073, 2.350441, -2.482339], [0.745424, 3.158430, -2.792270], [-0.371424, 3.077685, -3.805863], [-1.430543, 3.807824, -2.997634], [-2.680261, 4.090312, -3.694075], [-3.732865, 3.692105, -3.248070], [-5.086926, 3.180576, -2.674254], [-0.614770, 4.995293, -2.477493], [0.669940, 4.380542, -2.198482], [-0.051602, 3.702617, -4.645716], [-0.623575, 2.086158, -4.161059], [-1.626209, 3.196645, -2.107567], [-1.008964, 5.387959, -1.546344], [-0.492700, 5.817805, -3.175081], [-7.467107, -1.732465, -1.750473], [-7.440548, -0.434083, -0.509385], [-7.837610, 0.822359, -1.197328], [-5.653756, -0.377898, -0.329390], [-8.505811, -1.885512, -2.035168], [-6.885597, -1.412898, -2.614893], [-7.061534, -2.649918, -1.324257], [-5.204094, -0.158317, -1.297816], [-5.295622, -1.330884, 0.059721], [-5.425552, 0.416759, 0.377882], [-1.865404, 9.764538, -4.883693], [-2.425947, 8.349066, -3.932379], [-1.467874, 8.182567, -2.803716], [-1.970634, 7.088873, -5.120320], [-2.016083, 10.649491, -4.269226], [-0.806827, 9.644547, -5.112829], [-2.456989, 9.842868, -5.795834], [-0.902294, 7.173471, -5.324227], [-2.548829, 7.188903, -6.038463], [-2.193605, 6.140838, -4.632285], [2.926386, 0.773949, -0.069839], [3.545249, -0.893315, -0.278447], [2.500213, -1.802785, 0.267611], [4.837063, -0.791373, 0.966856], [2.075874, 0.888730, -0.735464], [2.620016, 0.909418, 0.967785], [3.695150, 1.493729, -0.349108], [4.388497, -0.538066, 1.927520], [5.567418, -0.039126, 0.669217], [5.314418, -1.767527, 1.022338], [0.790142, -3.209535, 3.000648], [1.420728, -4.882381, 3.146401], [0.288251, -5.720815, 3.626746], [2.487636, -4.572661, 4.554309], [0.070541, -3.202694, 2.185068], [0.303276, -2.934019, 3.936469], [1.605909, -2.529671, 2.755822], [1.896013, -4.184259, 5.383611], [3.256140, -3.856549, 4.258873], [2.948203, -5.514357, 4.847230], [3.870005, -9.537934, 5.488284], [4.262216, -8.272047, 6.699214], [3.449813, -7.081351, 6.335509], [5.931933, -7.951448, 6.118219], [2.836115, -9.832120, 5.654983], [3.980200, -9.121463, 4.487457], [4.527938, -10.395102, 5.631546], [5.894953, -7.653295, 5.070678], [6.540111, -8.846638, 6.247487], [6.334734, -7.141996, 6.723290]],
  "forces_ev_per_angstrom": [[-0.04, 0.18, -0.26], [0.27, 0.02, 0.04], [0.05, 0.25, -0.06], [0.18, -0.18, 0.13], [0.27, 0.00, 0.38], [-0.12, 0.08, -0.06], [-0.10, -0.01, -0.09], [0.02, -0.14, 0.08], [-0.26, -0.11, 0.13], [-0.16, -0.07, -0.15], [0.07, -0.13, 0.21], [-0.24, -0.05, -0.12], [0.04, 0.11, 0.06], [0.03, -0.03, -0.13], [0.01, -0.04, -0.02], [-0.02, 0.02, 0.03], [0.04, 0.04, -0.04], [0.05, -0.02, 0.01], [0.00, 0.01, 0.00], [0.00, 0.02, 0.00], [-0.01, 0.00, 0.00], [-0.02, 0.01, 0.00], [0.00, 0.00, 0.01], [-0.01, 0.01, 0.00], [0.03, 0.02, -0.03], [-0.03, 0.05, 0.04], [0.01, -0.01, 0.02], [0.01, 0.01, -0.05], [0.00, -0.01, 0.01], [0.00, -0.01, 0.01], [0.00, 0.00, 0.00], [0.00, 0.00, 0.00], [-0.04, -0.01, 0.03], [-0.04, 0.02, -0.22], [-0.01, 0.02, 0.08], [-0.02, -0.02, -0.07], [0.00, -0.03, 0.11], [0.03, 0.01, 0.03], [0.03, 0.01, 0.00], [0.01, -0.02, 0.00], [-0.01, 0.00, -0.03], [-0.01, 0.00, -0.01], [0.01, -0.01, 0.00], [-0.01, 0.00, -0.01], [0.01, 0.10, -0.02], [0.01, -0.03, -0.04], [-0.02, -0.01, 0.02], [0.06, 0.04, 0.02], [0.01, -0.02, -0.01], [0.00, -0.03, 0.01], [-0.01, -0.01, -0.06], [-0.03, -0.01, -0.02], [-0.01, 0.01, -0.01], [-0.06, 0.01, 0.01], [0.01, -0.05, -0.02], [-0.05, -0.02, 0.02], [0.08, 0.02, 0.03], [0.04, -0.01, -0.02], [0.00, 0.01, 0.00], [-0.01, 0.02, 0.01], [-0.01, -0.01, 0.00], [-0.02, 0.01, 0.00], [0.01, 0.01, 0.00], [-0.01, 0.00, 0.00]]
}


Repeat the third record exactly.
{
  "formula": "C2HNO4",
  "method": "ωB97M-V/def2-TZVPD",
  "homo_energy_ev": -11.20,
  "smiles": "O=c1o[nH]oc1=O",
  "e_tot_ha": -432.38850,
  "homo_lumo_gap_ev": 10.6374,
  "lumo_energy_ev": -0.562,
  "elements": ["O", "C", "O", "N", "O", "C", "O", "H"],
  "xyz": [[-1.852920, -1.163293, -0.007839], [-0.781129, -0.643264, -0.032514], [0.461895, -1.071238, 0.002814], [1.311313, -0.089677, 0.417970], [0.730305, 1.030029, -0.312314], [-0.586290, 0.819188, -0.106479], [-1.365931, 1.681227, 0.235074], [2.082754, -0.562974, -0.196712]],
  "forces_ev_per_angstrom": [[1.04, -1.00, -0.15], [-2.15, 1.22, 0.02], [-1.72, -5.16, 0.45], [2.41, -0.33, -2.18], [1.37, 0.75, 0.10], [-1.63, 3.22, 1.93], [1.06, -1.29, -1.43], [-0.39, 2.59, 1.26]]
}